Record 1
{
  "formula": "C22H24FN5O2S",
  "method": "ωB97M-V with the def2-TZVPD basis set",
  "elements": ["C", "C", "C", "C", "C", "N", "C", "C", "N", "C", "C", "C", "C", "F", "C", "C", "N", "N", "C", "S", "C", "C", "O", "N", "C", "C", "O", "C", "C", "C", "C", "H", "H", "H", "H", "H", "H", "H", "H", "H", "H", "H", "H", "H", "H", "H", "H", "H", "H", "H", "H", "H", "H", "H", "H"],
  "xyz": [[-3.2661, -2.2009, 0.2095], [-2.0578, -1.3782, -0.1084], [-0.7811, -1.8899, 0.0948], [0.3419, -1.1287, -0.1659], [0.1942, 0.1722, -0.6302], [1.3340, 0.9514, -0.8896], [1.6949, 1.6359, -2.0164], [0.9515, 1.6513, -3.3141], [0.2271, 0.4379, -3.6092], [0.7918, -0.8112, -3.4468], [2.1747, -1.0050, -3.4201], [2.7014, -2.2741, -3.2729], [1.8461, -3.3532, -3.1582], [2.3616, -4.5959, -3.0012], [0.4727, -3.1937, -3.1957], [-0.0470, -1.9245, -3.3376], [2.8341, 2.2435, -1.8213], [3.2463, 1.9906, -0.5775], [2.3643, 1.2141, -0.0214], [2.4168, 0.6272, 1.6217], [2.0651, 2.2314, 2.4382], [0.5804, 2.5182, 2.3275], [0.1524, 3.2637, 1.4649], [-0.2299, 1.9159, 3.2255], [0.0969, 0.8200, 4.1102], [-0.7171, -0.4117, 3.6858], [-2.0991, -0.1451, 3.7038], [-2.4223, 0.9201, 2.8365], [-1.6547, 2.1911, 3.2052], [-1.0723, 0.7078, -0.8241], [-2.1858, -0.0720, -0.5703], [-3.4830, -2.1339, 1.2763], [-3.0957, -3.2472, -0.0324], [-4.1368, -1.8460, -0.3363], [-0.6632, -2.8999, 0.4571], [1.3305, -1.5365, -0.0204], [0.2429, 2.4843, -3.3182], [1.6923, 1.8516, -4.0970], [-0.7627, 0.4652, -3.4173], [2.8460, -0.1664, -3.5116], [3.7683, -2.4285, -3.2442], [-0.1718, -4.0537, -3.1076], [-1.1180, -1.7825, -3.3579], [2.6237, 2.9918, 1.8941], [2.4191, 2.1632, 3.4639], [1.1550, 0.5744, 4.0750], [-0.1798, 1.1011, 5.1332], [-0.5547, -1.2346, 4.3830], [-0.4018, -0.7183, 2.6764], [-3.4972, 1.0781, 2.9345], [-2.1839, 0.6424, 1.8000], [-1.8400, 2.9789, 2.4747], [-1.9559, 2.5293, 4.2026], [-1.1777, 1.7335, -1.1456], [-3.1707, 0.3453, -0.7251]],
  "relative_energy_kj_mol": 47.9,
  "energy_ha": -1775.06466,
  "orbital_gap_ev": 8.47,
  "homo_energy_ev": -7.99,
  "smiles": "Cc1ccc(-n2c(CNc3ccc(F)cc3)nnc2SCC(=O)N2CCOCC2)cc1"
}

Record 2
{
  "formula": "C22H24IrN5O11SSi",
  "method": "ωB97M-V with the def2-TZVPD basis set",
  "elements": ["Ir", "O", "C", "O", "C", "C", "C", "C", "C", "C", "O", "N", "O", "O", "N", "O", "O", "H", "H", "O", "C", "O", "C", "C", "C", "N", "C", "C", "C", "O", "O", "H", "H", "H", "S", "C", "N", "C", "C", "C", "N", "H", "H", "H", "H", "H", "H", "H", "H", "C", "Si", "C", "C", "C", "H", "H", "H", "H", "H", "H", "H", "H", "H", "H", "H"],
  "xyz": [[-0.2222, -1.3662, 1.1059], [0.2607, -4.8772, -1.0912], [0.1624, -3.6892, -0.7938], [-0.0833, -3.2801, 0.3888], [0.3051, -2.6875, -1.9531], [0.3754, -3.2691, -3.1936], [0.5228, -2.5114, -4.3563], [0.5948, -1.1415, -4.3002], [0.5413, -0.5248, -3.0652], [0.4122, -1.2589, -1.8296], [0.3977, -0.6315, -0.7201], [0.5887, 0.9309, -3.1044], [0.4613, 1.4750, -4.1945], [0.7380, 1.5642, -2.0732], [0.5969, -3.1660, -5.6487], [0.7313, -2.4694, -6.6461], [0.5175, -4.3820, -5.6876], [0.3229, -4.3471, -3.2364], [0.6901, -0.5505, -5.1961], [-2.0056, 4.9890, 2.8238], [-1.8892, 4.1077, 3.7055], [-2.2197, 4.1186, 4.9018], [-1.2645, 2.7949, 3.1870], [-0.4292, 2.8082, 2.0741], [-0.0121, 1.6205, 1.5104], [-0.4104, 0.4413, 1.9985], [-1.1264, 0.4043, 3.1338], [-1.5620, 1.5611, 3.7537], [-1.4013, -0.9931, 3.6660], [-1.9782, -1.1315, 4.7326], [-0.9449, -1.9463, 2.9235], [-0.1598, 3.7563, 1.6278], [0.6122, 1.5775, 0.6260], [-2.1523, 1.4916, 4.6562], [-2.6480, -1.2388, 0.3530], [-2.8996, 0.3895, -0.0953], [-4.0911, 0.9584, 0.1545], [-4.4073, 2.3493, -0.1366], [-3.1385, 3.1826, -0.0972], [-2.0876, 2.5433, -0.9875], [-1.9681, 1.1176, -0.7016], [-4.7115, 0.4025, 0.7169], [-5.1168, 2.6980, 0.6132], [-4.8876, 2.4263, -1.1189], [-2.7776, 3.2718, 0.9283], [-3.3485, 4.1941, -0.4461], [-1.1106, 2.9961, -0.8252], [-2.3382, 2.6820, -2.0447], [-1.0609, 0.6707, -0.8095], [3.3058, 0.6717, 0.4435], [3.2142, -1.1422, 0.9407], [4.7036, -1.4757, 2.0642], [3.5023, -2.1673, -0.6161], [1.6832, -1.5931, 1.8802], [4.2948, 0.9099, 0.0394], [3.1256, 1.3299, 1.2973], [2.5621, 0.9012, -0.3243], [5.6455, -1.2177, 1.5706], [4.7453, -2.5324, 2.3421], [4.6331, -0.8941, 2.9870], [4.5601, -2.1359, -0.8943], [2.9293, -1.7828, -1.4610], [3.2197, -3.2131, -0.4736], [1.7326, -1.0601, 2.8422], [1.7649, -2.6597, 2.1334]],
  "total_charge": -2,
  "relative_energy_kj_mol": 11.6,
  "energy_ha": -2746.32343,
  "orbital_gap_ev": 6.74,
  "homo_energy_ev": -3.11
}

Record 3
{
  "formula": "C22H24N2O3",
  "method": "ωB97M-V with the def2-TZVPD basis set",
  "elements": ["C", "C", "C", "O", "N", "C", "C", "C", "C", "C", "C", "O", "C", "C", "C", "C", "N", "C", "O", "C", "C", "C", "C", "C", "C", "C", "C", "H", "H", "H", "H", "H", "H", "H", "H", "H", "H", "H", "H", "H", "H", "H", "H", "H", "H", "H", "H", "H", "H", "H", "H"],
  "xyz": [[4.5492, 1.2009, 1.6110], [4.5752, 0.4644, 0.2720], [3.5810, 1.1225, -0.6647], [3.8587, 2.1050, -1.3221], [2.3465, 0.5572, -0.7106], [1.3101, 1.1960, -1.5077], [0.0114, 1.2556, -0.7625], [-1.0741, 0.5465, -1.1422], [-2.3089, 0.6023, -0.4269], [-3.4424, -0.1228, -0.8168], [-4.6145, -0.0274, -0.0926], [-5.7723, -0.6826, -0.3799], [-5.8046, -1.5240, -1.5070], [-4.6608, 0.8029, 1.0400], [-3.5584, 1.5176, 1.4353], [-2.3681, 1.4272, 0.7086], [-1.2489, 2.1231, 1.0754], [-0.0291, 2.1030, 0.4302], [0.8998, 2.7519, 0.8722], [2.0001, -0.6878, -0.1193], [1.4490, -0.7204, 1.1558], [1.0551, -1.9172, 1.7199], [1.2052, -3.1089, 1.0202], [0.7948, -4.4101, 1.6399], [1.7619, -3.0659, -0.2490], [2.1625, -1.8739, -0.8384], [2.7521, -1.8772, -2.2168], [5.2878, 0.7797, 2.2898], [3.5671, 1.1240, 2.0699], [4.7709, 2.2537, 1.4568], [5.5670, 0.5600, -0.1735], [4.3442, -0.5918, 0.4141], [1.6808, 2.2061, -1.7135], [1.1719, 0.6595, -2.4544], [-1.0257, -0.0854, -2.0192], [-3.3677, -0.7484, -1.6921], [-5.6062, -0.9678, -2.4288], [-6.8139, -1.9304, -1.5424], [-5.0868, -2.3456, -1.4155], [-5.5880, 0.8611, 1.5869], [-3.6047, 2.1534, 2.3069], [-1.2982, 2.7170, 1.8951], [1.3362, 0.2039, 1.7007], [0.6275, -1.9293, 2.7118], [-0.1694, -4.3127, 2.1351], [0.7298, -5.1961, 0.8918], [1.5255, -4.7123, 2.3903], [1.8902, -3.9866, -0.8017], [3.3511, -2.7719, -2.3721], [1.9589, -1.8733, -2.9654], [3.3773, -1.0024, -2.3789]],
  "relative_energy_kj_mol": 119.3,
  "energy_ha": -1188.01904,
  "orbital_gap_ev": 8.24,
  "homo_energy_ev": -8.06,
  "smiles": "CCC(=O)N(Cc1cc2cc(OC)ccc2[nH]c1=O)c1ccc(C)cc1C"
}